# 1
Entry from the OMol25 dataset: C34H48N2OP2Pt as an isolated structure in a non-equilibrium geometry (ωB97M-V/def2-TZVPD).

LUMO energy, eV: -0.46
Spin multiplicity: 1
Gap between HOMO and LUMO, eV: 6.07
Charge: 0
Max |F|, eV Å⁻¹: 1.828

The geometry in XYZ format:
```
88
C34H48N2OP2Pt, DFT ωB97M-V/def2-TZVPD
Pt -0.4676 -0.2941 -0.0403
C -0.3567 -1.0911 5.1798
C -0.5003 -1.2258 3.6659
C 0.1353 -2.5137 3.1502
P 0.0639 0.1532 2.5221
C -0.1654 1.7959 3.4105
C -1.6378 2.0081 3.7520
C 0.7499 2.0730 4.6005
C 1.8631 -0.0133 2.3649
C 2.6922 -0.3665 3.4209
C 4.0515 -0.5253 3.2405
C 4.5891 -0.3687 1.9707
C 3.7843 -0.0285 0.9086
C 2.4023 0.1918 1.0734
N 1.6011 0.5323 0.0184
C 2.0749 1.3399 -0.9687
C 3.1028 2.2790 -0.7419
C 3.5937 3.0659 -1.7558
C 3.0716 2.9715 -3.0398
C 2.0110 2.1211 -3.2744
C 1.4967 1.3240 -2.2604
P 0.0415 0.2824 -2.4906
C 0.5889 -1.1023 -3.6323
C 1.2339 -2.1809 -2.7633
C 1.5541 -0.6944 -4.7380
C -1.2497 1.3110 -3.4121
C -1.1028 2.7911 -3.0712
C -1.3766 1.1241 -4.9211
H -0.7717 -1.9844 5.6466
H -0.9125 -0.2378 5.5613
H 0.6773 -1.0043 5.4987
H -1.5768 -1.2751 3.4547
H 1.1882 -2.5671 3.4180
H 0.0602 -2.5484 2.0601
H -0.3762 -3.3821 3.5591
H 0.0979 2.5220 2.6311
H -1.9870 1.2824 4.4825
H -2.2486 1.9242 2.8553
H -1.7845 3.0061 4.1630
H 0.5540 1.4120 5.4383
H 0.5820 3.0963 4.9399
H 1.7967 1.9795 4.3180
H 2.2707 -0.5073 4.4038
H 4.6840 -0.7822 4.0761
H 5.6470 -0.5147 1.8107
H 4.2107 0.0635 -0.0795
H 3.5002 2.3774 0.2574
H 4.3854 3.7702 -1.5469
H 3.4770 3.5698 -3.8410
H 1.5806 2.0696 -4.2643
H -0.3316 -1.5068 -4.0707
H 2.1328 -1.7982 -2.2831
H 1.5097 -3.0437 -3.3686
H 0.5512 -2.5154 -1.9824
H 2.4606 -0.2721 -4.3100
H 1.1166 0.0283 -5.4216
H 1.8273 -1.5760 -5.3195
H -2.1796 0.9495 -2.9494
H -0.2519 3.2244 -3.5905
H -0.9608 2.9365 -2.0012
H -1.9974 3.3330 -3.3757
H -0.5406 1.5785 -5.4472
H -2.2865 1.6227 -5.2565
H -1.4485 0.0777 -5.1965
O -2.0954 -2.7485 -0.8131
C -1.4834 -1.9138 -0.2952
C -5.7453 0.6935 1.3728
N -4.7549 -0.1809 0.7893
C -3.9055 -0.7573 1.8070
C -4.0480 0.3883 -0.3503
C -3.1669 1.5849 -0.0513
C -3.7694 2.8324 0.1172
C -3.0326 3.9509 0.4580
C -1.6613 3.8471 0.5851
C -1.0478 2.6215 0.3682
C -1.7860 1.4793 0.0766
H -6.3348 0.1142 2.0840
H -6.4089 1.0589 0.5919
H -5.3166 1.5561 1.9071
H -4.5386 -1.2444 2.5539
H -3.2732 -0.0164 2.3226
H -3.2529 -1.5086 1.3631
H -4.8054 0.6681 -1.0900
H -3.4332 -0.4088 -0.7763
H -4.8332 2.9281 -0.0437
H -3.5216 4.9047 0.5985
H -1.0610 4.7113 0.8339
H 0.0323 2.5822 0.4201
```

---

# 2
Entry from the OMol25 dataset: C34H49BaN2O8P5Si2 as an isolated structure (ωB97M-V/def2-TZVPD).

LUMO energy, eV: 3.98
ΔE to the lowest compared entry with this formula, charge and spin, kcal/mol: 0.0
Spin multiplicity: 1
Gap between HOMO and LUMO, eV: 6.21
Charge: -2
Max |F|, eV Å⁻¹: 0.149

The geometry in XYZ format:
```
101
C34H49BaN2O8P5Si2, DFT ωB97M-V/def2-TZVPD
Ba 0.8674 -0.7272 -1.6722
C 4.6396 0.3850 1.8424
Si 3.6287 0.6960 0.2736
C 4.1558 2.3622 -0.4365
C 4.2024 -0.5826 -0.9921
N 1.9768 0.5222 0.4978
P 0.6658 1.0921 1.2117
C -0.8160 0.7960 0.5148
P -1.5749 -0.6838 0.5774
N -0.7422 -2.0058 0.3064
Si -0.3222 -3.5713 0.7360
C -1.2555 -4.8675 -0.2570
C -0.5907 -3.9881 2.5635
C 1.5159 -3.8230 0.3933
C -2.6601 -0.9372 2.0498
C -3.4377 -2.0885 2.1620
C -4.2434 -2.2947 3.2706
C -4.2780 -1.3474 4.2890
C -3.5147 -0.1943 4.1822
C -2.7179 0.0114 3.0612
C -2.8670 -0.6300 -0.7408
C -2.7944 -1.5076 -1.8178
C -3.6804 -1.3925 -2.8870
C -4.6653 -0.4178 -2.8717
C -4.7618 0.4478 -1.7844
C -3.8644 0.3459 -0.7345
C 0.8413 2.9155 1.4129
C 1.9643 3.4653 2.0262
C 2.0933 4.8377 2.1790
C 1.0930 5.6839 1.7141
C -0.0338 5.1464 1.1076
C -0.1592 3.7687 0.9650
C 0.7840 0.5716 2.9805
C 1.2740 -0.7015 3.2642
C 1.2851 -1.1876 4.5641
C 0.8143 -0.4020 5.6071
C 0.3292 0.8716 5.3394
C 0.3122 1.3498 4.0367
H 5.7116 0.5137 1.6640
H 4.4750 -0.6346 2.2018
H 4.3436 1.0618 2.6491
H 5.2078 2.3344 -0.7389
H 4.0216 3.1886 0.2640
H 3.5480 2.5705 -1.3215
H 5.2955 -0.6022 -1.0343
H 3.8594 -0.3572 -2.0086
H 3.8779 -1.5979 -0.7367
H -2.3346 -4.7853 -0.0909
H -0.9473 -5.8819 0.0149
H -1.0657 -4.7237 -1.3240
H -1.6519 -4.0994 2.7985
H -0.1927 -3.2088 3.2176
H -0.0917 -4.9322 2.8070
H 1.7328 -3.7487 -0.6776
H 2.1192 -3.0749 0.9185
H 1.8540 -4.8127 0.7141
H -3.4027 -2.8292 1.3694
H -4.8406 -3.1963 3.3473
H -4.8991 -1.5113 5.1624
H -3.5352 0.5461 4.9741
H -2.1259 0.9115 2.9477
H -2.0313 -2.2793 -1.8294
H -3.5887 -2.0679 -3.7294
H -5.3549 -0.3261 -3.7031
H -5.5317 1.2117 -1.7675
H -3.9135 1.0402 0.0979
H 2.7450 2.8071 2.3929
H 2.9747 5.2493 2.6575
H 1.1918 6.7574 1.8287
H -0.8197 5.8026 0.7496
H -1.0341 3.3082 0.5155
H 1.6383 -1.3097 2.4441
H 1.6574 -2.1864 4.7610
H 0.8210 -0.7804 6.6227
H -0.0426 1.4910 6.1481
H -0.0787 2.3413 3.8339
O 2.4165 -3.2947 -3.1051
P 1.0340 -3.6206 -3.8814
O 0.9328 -5.0470 -4.2216
O -0.0799 -2.9339 -3.1022
O 1.2169 -2.7188 -5.2466
P 1.3122 -1.0955 -5.1620
O -0.1857 -0.7341 -4.6043
O 1.4980 -0.4863 -6.4902
O 2.2871 -0.8004 -4.0356
H 2.7248 -2.4096 -3.4086
H -0.5149 -1.5374 -4.1357
C 0.1342 2.5921 -5.1004
P -0.0140 2.5729 -3.3083
C 0.0400 4.3064 -2.8014
C -1.6661 1.9962 -2.9114
O 1.0559 1.7816 -2.6331
H -0.6549 3.1995 -5.5486
H 0.0798 1.5716 -5.4821
H 1.1099 2.9994 -5.3682
H -0.7487 4.8919 -3.2765
H 1.0145 4.7183 -3.0662
H -0.0677 4.3478 -1.7169
H -2.4308 2.6888 -3.2673
H -1.7282 1.8838 -1.8231
H -1.8218 1.0203 -3.3774
```

---

# 3
Entry from the OMol25 dataset: a 3-piece molecular cluster, C34H49ClF2N2O6S overall in a non-equilibrium geometry (ωB97M-V/def2-TZVPD).

LUMO energy, eV: 0.32
Spin multiplicity: 1
Gap between HOMO and LUMO, eV: 8.33
SMILES string: C=CCc1ccc2c(c1C[C@H](C)Cl)Nc1c(cc(CC(=O)F)c(CCF)c1CC(=O)N(C)C)S2.COCCOC.COCCOC
Charge: 0
Max |F|, eV Å⁻¹: 3.003

The geometry in XYZ format:
```
95
C34H49ClF2N2O6S, DFT ωB97M-V/def2-TZVPD
C 3.0732 -0.0586 1.1866
C 3.6090 1.1912 1.0609
C 4.1585 1.8098 -0.2834
C 4.0267 0.8370 -1.5068
C 5.2491 0.3465 -2.1293
C 5.2557 -0.5895 -3.2716
C 3.9578 -1.0160 -3.7622
C 2.6947 -0.5359 -3.1606
C 2.7154 0.4111 -2.0397
C 1.4072 0.9887 -1.3846
C 0.6992 1.9153 -2.4890
C 1.7205 2.5808 -3.4837
Cl -0.2454 3.2853 -1.6929
N 1.4304 -0.9834 -3.6882
C 1.3088 -2.4125 -3.7596
C 2.3398 -3.2050 -4.4630
C 2.2563 -4.6499 -4.6034
C 1.1137 -5.3416 -3.9864
C 1.0295 -6.9068 -4.1086
C -0.1369 -7.3797 -5.0357
O -0.2869 -6.8430 -6.0806
F -0.9875 -8.4274 -4.7013
C 0.0648 -4.5943 -3.2674
C -1.1590 -5.3445 -2.6447
C -0.8004 -6.2616 -1.4100
F -1.7981 -6.0959 -0.4213
C 0.1862 -3.1224 -3.1517
C -0.9064 -2.3398 -2.3528
C -2.0757 -1.7995 -3.2450
O -1.9342 -1.6550 -4.4408
N -3.3168 -1.5269 -2.5836
C -4.1692 -0.6687 -3.4583
C -3.1217 -0.7642 -1.3127
S 3.7217 -2.2073 -5.1356
H 2.3783 -0.5565 0.4754
H 3.3090 -0.6320 2.1251
H 3.6840 1.7994 2.0049
H 5.2645 1.9788 -0.1447
H 3.7139 2.8220 -0.4786
H 6.2314 0.6836 -1.7292
H 6.1890 -0.9672 -3.7433
H 1.6280 1.6345 -0.5012
H 0.7026 0.1459 -1.1294
H -0.0730 1.3423 -3.0739
H 2.0815 1.8793 -4.2757
H 2.5723 3.0027 -2.8861
H 1.2148 3.4586 -3.9770
H 0.6339 -0.5419 -3.2360
H 3.0292 -5.2224 -5.1616
H 0.8574 -7.2876 -3.0606
H 2.0172 -7.3403 -4.4192
H -1.5700 -5.9926 -3.4755
H -2.0076 -4.6547 -2.3802
H -0.7978 -7.3366 -1.7433
H 0.2218 -5.9532 -1.0492
H -1.2539 -2.9999 -1.5099
H -0.3767 -1.4741 -1.8540
H -5.1693 -0.5985 -2.9406
H -4.3777 -1.1457 -4.4499
H -3.7036 0.3500 -3.5794
H -3.9140 0.0329 -1.2467
H -2.1373 -0.2345 -1.2341
H -3.3037 -1.4388 -0.4322
C -0.2873 5.1962 1.5174
O -0.8389 4.4952 2.6219
C -0.2801 3.1932 2.7709
C 0.7811 3.1653 3.8622
O 1.9145 3.9497 3.5052
C 1.9095 5.2270 4.1242
H -0.5429 6.2513 1.6225
H 0.8010 5.1049 1.4750
H -0.7240 4.8181 0.5881
H 0.1242 2.8324 1.8191
H -1.1001 2.5271 3.0588
H 1.1312 2.1345 3.9829
H 0.3685 3.4917 4.8225
H 2.2121 5.1324 5.1722
H 0.9294 5.7087 4.0663
H 2.6340 5.8567 3.6068
C -3.5164 4.0073 5.6782
O -3.5537 2.6483 5.2662
C -2.5219 1.8697 5.8606
C -3.0459 1.0534 7.0308
O -3.4592 1.8884 8.1059
C -4.8663 2.0705 8.1443
H -4.4699 4.4661 5.4149
H -3.3690 4.1054 6.7566
H -2.7145 4.5322 5.1482
H -1.6834 2.5050 6.1652
H -2.1572 1.1836 5.0887
H -2.2333 0.4247 7.4097
H -3.8600 0.3930 6.7155
H -5.3446 1.1765 8.5572
H -5.2808 2.2863 7.1556
H -5.0802 2.9154 8.7996
```